Formula: C7H27O7
Source: the OMol25 dataset
Level of theory: ωB97M-V/def2-TZVPD

Last column: Löwdin charge in e.
Positions of all 41 atoms, in Å:
C  -0.857  -0.873  -0.604  -0.364
O  -1.322  -0.768  -1.886  -0.374
H  -0.033  -0.144  -0.395  0.021
H  -1.607  -0.543  0.154  0.039
H  -0.477  -1.874  -0.325  0.041
C  1.819  1.940  0.712  -0.165
O  2.268  3.052  -0.055  -0.128
H  1.226  1.309  0.047  0.042
H  2.631  1.399  1.206  0.066
H  1.181  2.281  1.532  0.076
H  2.621  2.720  -0.883  0.067
C  -1.829  2.895  -0.574  -0.161
O  -2.913  1.988  -0.594  -0.113
H  -1.930  3.665  0.197  0.071
H  -0.878  2.369  -0.453  0.058
H  -1.774  3.386  -1.545  0.080
H  -3.001  1.672  0.308  0.054
C  1.485  0.243  -3.489  -0.210
O  0.457  -0.491  -4.096  -0.140
H  2.240  -0.438  -3.070  0.068
H  2.017  0.911  -4.172  0.060
H  1.139  0.842  -2.640  0.059
H  -0.249  -0.511  -3.407  0.031
C  1.914  -1.414  2.218  -0.137
O  2.720  -0.501  2.971  -0.151
H  2.518  -1.745  1.375  0.082
H  1.655  -2.271  2.846  0.074
H  1.036  -0.882  1.848  0.067
H  2.163  0.102  3.464  0.059
C  -0.253  -4.115  -2.216  -0.200
O  -0.764  -3.193  -3.156  -0.159
H  -1.098  -4.643  -1.754  0.066
H  0.411  -4.835  -2.694  0.060
H  0.282  -3.598  -1.414  0.053
H  -0.972  -2.353  -2.663  0.022
C  -1.807  0.915  4.141  -0.171
O  -2.055  -0.219  3.328  -0.122
H  -1.352  1.724  3.561  0.070
H  -2.750  1.304  4.541  0.073
H  -1.163  0.656  4.977  0.073
H  -2.697  0.035  2.660  0.064

Energy above the lowest of the compared OMol25 structures with the same formula, charge and spin (kJ/mol): 0.0
Charge: -1
LUMO (eV): 2.50
DFT total energy (hartree): -809.46613

=====

Formula: C3H11NO4
Source: the OMol25 dataset
Level of theory: ωB97M-V/def2-TZVPD

Last column: Löwdin charge in e.
Positions of all 19 atoms, in Å:
C  -1.420  -1.316  -0.004  -0.349
N  -1.346  -0.112  -0.651  0.035
C  -1.638  1.206  -0.081  -0.175
C  -0.371  1.932  0.400  -0.244
O  0.340  1.023  1.210  -0.075
O  -1.391  -2.379  -0.588  0.009
H  -1.456  -1.285  1.090  0.146
H  -1.304  -0.051  -1.655  0.139
H  -2.174  1.837  -0.800  0.119
H  -2.308  1.125  0.764  0.115
H  0.290  2.213  -0.440  0.117
H  -0.596  2.830  0.975  0.115
H  0.971  0.528  0.690  0.027
H  0.466  -2.945  0.280  0.010
H  1.753  -2.094  -0.203  -0.015
O  1.435  -2.908  0.175  -0.064
H  2.326  0.187  -0.992  0.063
H  3.685  0.201  -0.038  0.073
O  2.738  0.007  -0.131  -0.047

Energy above the lowest of the compared OMol25 structures with the same formula, charge and spin (kJ/mol): 181.4
SMILES: O=CNCCO.O.O
LUMO (eV): 0.22
DFT total energy (hartree): -476.60856

=====

Formula: C2H9N2O
Source: the OMol25 dataset
Level of theory: ωB97M-V/def2-TZVPD

Last column: Mulliken spin population.
Positions of all 14 atoms, in Å:
C  -0.843  1.160  -0.039  -0.041
N  -0.027  2.293  -0.204  0.863
H  -1.623  1.214  -0.796  0.009
H  -1.254  0.889  0.936  0.006
H  0.571  2.562  0.565  -0.019
H  0.067  2.815  -1.088  -0.026
N  0.008  -0.184  -0.618  0.158
C  0.661  -0.976  0.549  -0.001
O  0.091  -2.252  0.407  0.053
H  0.698  0.160  -1.312  -0.003
H  -0.624  -0.811  -1.118  -0.001
H  1.746  -1.004  0.554  0.004
H  0.243  -0.649  1.508  -0.001
H  0.744  -2.897  0.066  -0.002

Energy above the lowest of the compared OMol25 structures with the same formula, charge and spin (kJ/mol): 278.2
Charge: +2
LUMO (alpha / beta) (eV): -8.22 / -14.73
Expectation value of S²: 0.760
Multiplicity: 2
DFT total energy (hartree): -265.53467

=====

Formula: C10H15N3O2
Source: the OMol25 dataset
Level of theory: ωB97M-V/def2-TZVPD

Last column: Löwdin charge in e.
Positions of all 30 atoms, in Å:
C  -0.980  -0.825  0.305  -0.433
C  -0.928  0.319  2.285  -0.372
C  -0.023  -0.602  -0.743  -0.190
C  0.483  -0.378  2.214  -0.192
C  0.739  0.631  -0.823  -0.373
C  0.455  -1.815  -1.387  -0.065
C  0.739  -1.352  3.292  0.008
C  -0.075  1.987  -1.033  0.020
C  1.891  0.496  -1.869  -0.041
C  -3.056  0.593  0.895  0.037
N  1.316  0.329  1.573  0.079
N  1.600  0.967  0.629  0.228
N  -1.561  0.317  1.070  -0.012
O  -1.508  -1.913  0.555  0.032
O  -1.287  0.818  3.365  0.069
H  0.939  -2.499  -0.683  0.099
H  1.199  -1.708  -2.170  0.068
H  -0.350  -2.366  -1.782  0.075
H  0.870  -2.366  2.934  0.090
H  -0.175  -1.361  3.898  0.093
H  1.579  -0.877  3.864  0.116
H  0.752  2.531  -1.023  0.011
H  -0.654  2.210  -0.074  0.108
H  -0.585  1.874  -1.919  0.065
H  2.618  -0.212  -1.588  0.071
H  2.341  1.435  -1.804  0.053
H  1.366  0.341  -2.823  0.109
H  -3.125  0.857  -0.151  0.086
H  -3.687  -0.231  1.217  0.096
H  -3.167  1.473  1.468  0.069

Energy above the lowest of the compared OMol25 structures with the same formula, charge and spin (kJ/mol): 639.0
LUMO (alpha / beta) (eV): -1.22 / -1.22
DFT total energy (hartree): -704.61675

=====

Formula: C18H49CuF2N4NiO16PS2
Source: the OMol25 dataset
Level of theory: ωB97M-V/def2-TZVPD

Last column: Mulliken spin population.
Positions of all 94 atoms, in Å:
N  6.915  3.489  -5.952  0.000
H  5.969  3.255  -5.672  0.000
H  7.219  4.426  -5.544  0.000
H  6.925  3.635  -6.963  0.000
H  7.656  2.771  -5.733  0.000
Ni  5.488  5.805  -0.946  1.701
Cu  2.306  3.247  -3.678  0.000
O  3.794  2.142  -2.506  0.002
P  5.093  2.722  -2.144  0.017
O  5.191  3.933  -1.354  0.034
F  5.898  2.868  -3.462  -0.002
F  5.887  1.630  -1.365  0.000
S  2.732  6.241  -2.541  0.002
O  1.376  5.986  -2.049  0.008
O  3.755  6.291  -1.388  0.118
O  3.205  5.119  -3.435  0.001
O  2.808  7.518  -3.224  0.007
S  7.183  6.678  -3.614  -0.002
O  6.276  7.807  -3.709  0.003
O  8.573  7.146  -3.477  0.012
O  6.820  5.869  -2.362  0.099
O  7.072  5.747  -4.766  0.002
C  9.353  -0.548  1.286  0.000
O  9.962  0.261  0.269  0.000
C  9.255  1.450  0.156  0.000
C  9.883  2.409  -0.837  0.002
N  10.090  1.833  -2.169  0.000
C  8.903  2.040  -3.029  -0.001
C  8.853  1.102  -4.246  0.000
O  8.938  1.794  -5.464  0.000
C  10.215  1.731  -6.056  0.000
H  9.142  0.030  2.182  0.000
H  10.009  -1.403  1.488  0.000
H  8.493  -1.080  0.849  0.000
H  9.229  2.051  1.085  0.000
H  8.180  1.301  -0.022  0.000
H  10.840  2.829  -0.516  0.000
H  9.213  3.274  -0.852  -0.002
H  10.245  0.832  -2.174  0.000
H  8.981  3.062  -3.410  0.000
H  7.958  1.911  -2.486  0.000
H  7.811  0.772  -4.219  0.000
H  9.489  0.219  -4.178  0.000
H  10.323  0.682  -6.386  0.000
H  11.076  1.903  -5.413  0.000
H  10.225  2.271  -6.999  0.000
C  7.491  -5.242  -0.725  0.000
O  7.699  -4.795  -2.022  0.000
C  7.570  -5.786  -3.020  0.000
C  6.135  -6.192  -3.341  0.000
N  5.253  -5.073  -3.561  0.000
C  5.531  -4.243  -4.732  0.000
C  4.721  -2.957  -4.629  0.000
O  5.112  -2.190  -3.534  0.000
C  4.741  -0.826  -3.625  -0.001
H  6.548  -5.752  -0.540  0.000
H  7.679  -4.464  0.023  0.000
H  8.352  -5.838  -0.351  0.000
H  8.248  -6.636  -2.851  0.000
H  8.006  -5.306  -3.905  0.000
H  5.791  -6.685  -2.419  0.000
H  6.094  -7.020  -4.048  0.000
H  5.332  -4.507  -2.723  0.000
H  5.320  -4.696  -5.698  0.000
H  6.572  -3.895  -4.627  0.000
H  3.650  -3.166  -4.780  0.000
H  4.991  -2.411  -5.555  0.000
H  3.688  -0.759  -3.326  0.000
H  4.890  -0.293  -4.565  0.000
H  5.266  -0.364  -2.791  0.000
C  5.182  -2.670  -0.152  0.000
O  5.042  -1.819  0.976  0.000
C  5.467  -0.494  0.732  0.000
C  5.515  0.285  2.022  0.000
N  6.096  -0.569  3.054  0.000
C  5.910  -0.091  4.410  0.000
C  5.874  -1.267  5.342  0.000
O  4.831  -2.148  4.964  0.000
C  4.674  -3.145  5.905  0.000
H  6.199  -3.060  -0.152  0.000
H  4.919  -2.124  -1.062  0.000
H  4.507  -3.525  -0.068  0.000
H  4.908  -0.028  -0.097  0.000
H  6.456  -0.520  0.230  0.000
H  4.500  0.657  2.262  0.000
H  6.076  1.208  1.834  0.000
H  5.648  -1.467  2.906  0.000
H  5.049  0.599  4.389  0.000
H  6.706  0.590  4.743  0.000
H  5.731  -0.896  6.363  0.000
H  6.793  -1.852  5.229  0.000
H  4.374  -2.724  6.870  0.000
H  5.525  -3.830  6.029  0.000
H  3.881  -3.824  5.578  0.000

Energy above the lowest of the compared OMol25 structures with the same formula, charge and spin (kJ/mol): 129.1
Charge: -1
LUMO (alpha / beta) (eV): 1.30 / 1.30
Expectation value of S²: 2.005
Multiplicity: 3
DFT total energy (hartree): -6624.38989

=====

Question: What is the formula in the third record?
Answer: C2H9N2O